Model 1:
Computed, not measured: a 3-piece molecular cluster, C4H11NO3 overall, with ωB97M-V/def2-TZVPD.

Summary:
Kohn-Sham gap   0.3631 Eh
SMILES string   C=C(C)O.C=O.NO
LUMO   0.894 eV
Multiplicity   1
Total charge   0

Cartesian coordinates (Å):
C  -0.655  1.522  1.218
C  -0.100  0.305  1.228
C  -0.902  -0.946  1.365
O  1.229  0.166  1.005
H  -0.053  2.405  1.106
H  -1.688  1.654  1.476
H  -0.297  -1.757  1.773
H  -1.264  -1.232  0.377
H  -1.771  -0.789  2.000
H  1.407  -0.732  0.667
C  -1.037  1.093  -1.232
O  -1.289  -0.070  -1.425
H  -1.827  1.837  -1.057
H  -0.032  1.511  -1.378
N  1.461  -1.433  -1.202
O  2.215  -0.320  -1.719
H  0.493  -1.273  -1.502
H  1.811  -2.232  -1.727
H  2.298  0.291  -0.972

Atomic partial charges in e from the Mulliken method, atoms 1 to 8:
1. C -1.226
2. C 0.909
3. C -1.270
4. O -0.555
5. H 0.390
6. H 0.363
7. H 0.377
8. H 0.304

---

Model 2:
Computed, not measured: a 2-piece molecular cluster, C4H11NO3 overall, with ωB97M-V/def2-TZVPD.

Summary:
Kohn-Sham gap   0.3846 Eh
SMILES string   CNC(=O)CCO.O
LUMO   0.493 eV
Multiplicity   1
Total charge   0

Cartesian coordinates (Å):
C  2.330  1.391  -0.458
N  1.375  0.285  -0.296
C  0.202  0.465  0.310
O  -0.175  1.571  0.722
C  -0.530  -0.756  0.815
C  -0.691  -1.953  -0.196
O  0.562  -2.324  -0.736
H  3.324  1.047  -0.754
H  1.926  2.044  -1.231
H  2.466  1.813  0.539
H  1.707  -0.608  -0.610
H  -1.534  -0.538  1.163
H  0.062  -1.178  1.649
H  -1.270  -1.591  -1.052
H  -1.184  -2.873  0.202
H  0.911  -3.056  -0.235
O  -2.719  1.285  0.031
H  -1.824  1.465  0.402
H  -2.752  1.124  -0.914

Atomic partial charges in e from the Mulliken method, atoms 1 to 8:
1. C -0.943
2. N -0.122
3. C 0.404
4. O -0.759
5. C -0.267
6. C -0.518
7. O -0.545
8. H 0.355

---

The winner here is model 2, beating the second structure by 2.932 eV.

---

Model 1:
Computed, not measured: a 2-piece molecular cluster, C4H11NO3 overall, with ωB97M-V/def2-TZVPD.

Summary:
Kohn-Sham gap   0.3958 Eh
SMILES string   C[C@@H](CO)NC=O.O
LUMO   0.567 eV
Multiplicity   1
Total charge   0

Cartesian coordinates (Å):
C  1.404  -0.037  0.984
C  0.108  0.754  0.963
C  -0.058  1.583  -0.303
O  0.326  2.944  -0.092
N  -1.051  -0.144  1.199
C  -1.445  -1.043  0.285
O  -1.022  -1.096  -0.860
H  1.358  -0.866  1.684
H  2.266  0.551  1.312
H  1.635  -0.417  -0.012
H  0.102  1.426  1.822
H  0.536  1.147  -1.108
H  -1.057  1.568  -0.751
H  1.289  2.987  -0.122
H  -1.280  -0.327  2.160
H  -2.217  -1.727  0.651
O  1.156  -2.816  -1.850
H  0.438  -2.296  -2.235
H  1.064  -2.623  -0.907

Atomic partial charges in e from the Mulliken method, atoms 1 to 8:
1. C -1.454
2. C 0.535
3. C -0.724
4. O -0.564
5. N -0.212
6. C -0.116
7. O -0.559
8. H 0.379

---

Model 2:
Computed, not measured: a 2-piece molecular cluster, C4H11NO3 overall, with ωB97M-V/def2-TZVPD.

Summary:
Kohn-Sham gap   0.3643 Eh
SMILES string   C[C@@H](C=O)NCO.O
LUMO   0.493 eV
Multiplicity   1
Total charge   0

Cartesian coordinates (Å):
C  -0.347  0.568  -1.304
C  -0.026  1.373  -0.036
C  -1.297  1.511  0.779
O  -2.385  1.212  0.373
N  0.998  0.709  0.809
C  0.641  -0.545  1.387
O  1.472  -0.886  2.477
H  0.543  0.291  -1.871
H  -0.976  -0.289  -1.111
H  -0.899  1.250  -1.960
H  0.430  2.339  -0.245
H  -1.196  1.937  1.797
H  1.859  0.748  0.284
H  -0.320  -0.414  1.858
H  0.444  -1.424  0.753
H  2.377  -0.942  2.182
O  -0.768  -2.562  -2.029
H  -0.177  -2.581  -1.283
H  -0.375  -2.295  -2.859

Atomic partial charges in e from the Mulliken method, atoms 1 to 8:
1. C -1.311
2. C 0.069
3. C -0.185
4. O -0.485
5. N -0.325
6. C -0.068
7. O -0.506
8. H 0.353

---

The winner here is model 1, beating the second structure by 1.244 eV.

---

Model 1:
Computed, not measured: a 2-piece molecular cluster, C4H11NO3 overall, with ωB97M-V/def2-TZVPD.

Summary:
Kohn-Sham gap   0.3409 Eh
SMILES string   NCCCC(=O)O.O
LUMO   0.763 eV
Multiplicity   1
Total charge   0

Cartesian coordinates (Å):
N  1.485  -0.427  -1.595
C  1.647  -0.067  -0.257
C  1.202  1.327  0.064
C  -0.312  1.314  -0.010
C  -0.894  0.312  0.953
O  -0.782  -0.854  0.993
O  -1.476  0.885  2.040
H  2.050  -1.242  -1.858
H  1.152  0.262  -2.162
H  1.452  -0.934  0.488
H  2.826  -0.271  0.080
H  1.530  1.548  1.204
H  1.683  2.157  -0.578
H  -0.687  2.300  0.158
H  -0.763  1.250  -0.981
H  -1.812  0.288  2.606
O  -1.067  -2.020  -1.615
H  -0.543  -2.362  -2.378
H  -0.527  -1.404  -1.257

Atomic partial charges in e from the Mulliken method, atoms 1 to 8:
1. N -0.412
2. C -0.527
3. C -0.489
4. C -0.653
5. C 0.610
6. O -0.519
7. O -0.478
8. H 0.206

---

Model 2:
Computed, not measured: a 2-piece molecular cluster, C4H11NO3 overall, with ωB97M-V/def2-TZVPD.

Summary:
Kohn-Sham gap   0.3443 Eh
SMILES string   CN[C@H](C)C(=O)O.O
LUMO   0.492 eV
Multiplicity   1
Total charge   0

Cartesian coordinates (Å):
C  -1.911  0.706  -0.521
N  -0.808  0.603  0.433
C  0.204  -0.411  0.109
C  0.815  -0.365  -1.280
C  -0.425  -1.775  0.381
O  -0.791  -2.547  -0.465
O  -0.541  -2.028  1.699
H  -2.600  1.477  -0.186
H  -2.455  -0.237  -0.525
H  -1.610  0.936  -1.546
H  -0.338  1.487  0.483
H  0.991  -0.262  0.848
H  1.289  0.603  -1.449
H  1.547  -1.161  -1.408
H  0.053  -0.498  -2.047
H  -0.957  -2.890  1.762
O  2.219  2.017  0.983
H  2.572  1.529  1.755
H  2.746  2.816  0.973

Atomic partial charges in e from the Mulliken method, atoms 1 to 8:
1. C -0.920
2. N -0.386
3. C 0.651
4. C -1.397
5. C 0.151
6. O -0.553
7. O -0.442
8. H 0.373

---

Model 3:
Computed, not measured: a 2-piece molecular cluster, C4H11NO3 overall, with ωB97M-V/def2-TZVPD.

Summary:
Kohn-Sham gap   0.3831 Eh
SMILES string   O=CCCNCO.O
LUMO   0.585 eV
Multiplicity   1
Total charge   0

Cartesian coordinates (Å):
O  -2.483  2.579  0.425
C  -1.314  2.324  0.554
C  -0.520  1.529  -0.442
C  0.387  0.496  0.236
N  0.475  -0.700  -0.602
C  1.551  -1.610  -0.278
O  2.858  -1.040  -0.415
H  -0.804  2.660  1.480
H  0.073  2.277  -0.987
H  -1.150  1.030  -1.162
H  -0.049  0.160  1.175
H  1.355  0.896  0.515
H  0.543  -0.448  -1.588
H  1.407  -2.504  -0.880
H  1.474  -1.822  0.785
H  3.208  -1.259  -1.294
O  -2.492  -1.854  0.859
H  -2.854  -1.045  1.225
H  -1.665  -1.670  0.395

Atomic partial charges in e from the Mulliken method, atoms 1 to 8:
1. O -0.475
2. C -0.125
3. C -0.395
4. C -0.617
5. N -0.284
6. C -0.557
7. O -0.522
8. H 0.378

---

Model 4:
Computed, not measured: a 2-piece molecular cluster, C4H11NO3 overall, with ωB97M-V/def2-TZVPD.

Summary:
Kohn-Sham gap   0.3905 Eh
SMILES string   C[C@@H](N)CC(=O)O.O
LUMO   0.580 eV
Multiplicity   1
Total charge   0

Cartesian coordinates (Å):
C  -0.508  0.525  1.653
C  -0.104  0.675  0.128
N  -0.098  2.022  -0.436
C  1.288  0.158  -0.336
C  1.336  -0.991  -1.238
O  1.240  -2.129  -0.773
O  1.807  -0.671  -2.564
H  -1.473  0.964  1.695
H  -0.388  -0.502  2.127
H  0.212  1.277  2.192
H  -1.018  0.178  -0.284
H  -1.031  2.389  -0.045
H  0.542  2.628  -0.007
H  1.707  0.004  0.710
H  1.593  1.080  -1.012
H  2.352  -1.281  -3.027
O  -2.598  -2.414  0.550
H  -2.982  -1.670  0.699
H  -1.876  -2.243  -0.034

Atomic partial charges in e from the Mulliken method, atoms 1 to 8:
1. C -1.485
2. C 0.550
3. N -0.755
4. C -0.458
5. C 0.360
6. O -0.531
7. O -0.475
8. H 0.447

---

The winner here is model 2, beating the second structure by 1.060 eV.

---

Model 1:
Computed, not measured: C3H4O in the gas phase, with ωB97M-V/def2-TZVPD.

Summary:
Kohn-Sham gap   0.3687 Eh
SMILES string   C=CC=O
LUMO   0.032 eV
Multiplicity   1
Total charge   0

Cartesian coordinates (Å):
C  0.649  0.468  0.849
C  0.222  -0.531  0.118
C  -0.720  -0.182  -0.950
O  -0.980  0.965  -1.287
H  1.255  0.344  1.770
H  0.426  1.521  0.675
H  0.235  -1.571  0.380
H  -1.087  -1.012  -1.555

Need the Mulliken charges? In units of e they are:
1. C -0.480
2. C -0.259
3. C 0.104
4. O -0.490
5. H 0.237
6. H 0.229
7. H 0.326
8. H 0.333

---

Model 2:
Computed, not measured: a 2-piece molecular cluster, C3H4O overall, with ωB97M-V/def2-TZVPD.

Summary:
Kohn-Sham gap   0.3625 Eh
LUMO   -0.246 eV
Multiplicity   1
Total charge   0

Cartesian coordinates (Å):
C  0.285  0.648  -0.178
C  -0.280  -0.688  -0.282
C  -0.531  -1.817  -0.505
H  0.416  1.612  1.903
H  1.348  0.529  0.003
H  0.021  1.144  -1.146
H  -0.849  -2.852  -0.574
O  -0.410  1.424  0.779

Need the Mulliken charges? In units of e they are:
1. C -0.379
2. C -0.358
3. C 0.108
4. H 0.340
5. H 0.266
6. H 0.199
7. H 0.405
8. O -0.581

---

Model 3:
Computed, not measured: C3H4O as an isolated structure, with ωB97M-V/def2-TZVPD.

Summary:
Kohn-Sham gap   0.3708 Eh
LUMO   1.174 eV
Multiplicity   1
Total charge   0

Cartesian coordinates (Å):
C  -0.620  0.673  0.055
C  0.704  0.813  0.022
C  -0.413  -0.876  0.021
O  1.099  -0.501  0.023
H  -1.400  1.196  -0.256
H  1.544  1.515  0.089
H  -0.402  -1.392  1.010
H  -0.512  -1.429  -0.964

Need the Mulliken charges? In units of e they are:
1. C -0.658
2. C 0.028
3. C -0.096
4. O -0.382
5. H 0.362
6. H 0.342
7. H 0.190
8. H 0.214

---

The winner here is model 1, beating the second structure by 1.579 eV.